Entry from OMol25: a structure of composition C8H14N2PRh (the ωB97M-V functional and the def2-TZVPD basis).

Each line ends with the Mulliken charge.
Geometry (Å):
C  -0.877  -3.100  -1.762  -0.79
C  0.249  -3.331  -0.881  -0.31
C  -0.195  -3.141  0.468  -0.93
C  -1.610  -2.859  0.449  -0.58
C  -2.040  -2.819  -0.916  -0.46
Rh  -0.607  -1.453  -0.733  0.10
P  -0.740  0.181  -2.414  -0.29
H  -0.905  -3.254  -2.835  0.59
H  1.237  -3.629  -1.204  0.46
H  0.425  -3.221  1.361  0.51
H  -3.054  -2.726  -1.281  0.50
H  -2.244  -2.710  1.318  0.51
H  -2.066  0.473  -2.870  0.09
H  -0.044  -0.126  -3.627  0.11
H  -0.253  1.511  -2.163  0.17
C  0.526  2.911  2.685  -1.01
N  1.047  2.480  1.401  1.69
C  2.089  3.307  0.812  -1.37
C  0.602  1.400  0.816  -2.96
N  0.190  0.423  0.313  2.00
H  1.053  3.833  2.990  0.21
H  0.658  2.142  3.463  0.32
H  -0.558  3.110  2.649  0.35
H  3.020  2.741  0.638  0.38
H  1.798  3.708  -0.175  0.48
H  2.300  4.149  1.496  0.23

Calculated values
Multiplicity   5
E_HOMO (spin up / spin down)   -2.1929 / -9.2120 eV

=====

Entry from OMol25: the molecule C4H8O (the ωB97M-V functional and the def2-TZVPD basis).

Each line ends with the Mulliken charge.
Geometry (Å):
C  -0.385  0.346  -1.479  -1.36
C  0.045  0.599  -0.038  0.34
C  -0.537  -0.382  0.969  -0.46
O  0.632  -1.171  1.335  -0.51
C  1.512  0.198  0.227  -0.48
H  0.199  0.967  -2.166  0.35
H  -1.447  0.571  -1.633  0.36
H  -0.204  -0.700  -1.757  0.31
H  -0.191  1.636  0.240  0.35
H  -1.339  -1.027  0.589  0.30
H  -0.868  0.086  1.897  0.25
H  1.836  0.765  1.121  0.16
H  0.748  -1.887  0.696  0.38

Calculated values
E_HOMO   -8.0361 eV

=====

Entry from OMol25: a cluster of 6 separate species, C47H85N7O2 in total (the ωB97M-V functional and the def2-TZVPD basis).

Each line ends with the Mulliken charge.
Geometry (Å):
C  4.162  6.928  -0.529  -0.24
C  4.553  5.842  -1.186  -0.41
C  4.964  4.342  -1.685  0.06
C  4.048  3.259  -0.843  -0.35
C  5.066  2.337  0.023  -1.10
C  4.275  1.163  0.806  0.32
N  3.210  1.974  1.556  -0.65
C  5.038  0.415  2.059  -0.28
O  5.808  1.079  2.828  -0.60
N  4.617  -1.013  2.082  -0.19
C  3.340  -1.041  1.289  -0.42
C  2.587  -2.447  1.031  -0.42
C  0.991  -2.348  1.282  -0.24
C  0.106  -2.522  -0.096  -0.54
C  -1.266  -3.267  0.331  -0.39
C  -2.624  -2.485  -0.093  -0.60
C  -3.744  -3.559  -0.639  -0.56
C  -5.064  -3.512  0.325  -0.56
C  -5.905  -2.136  0.211  -0.44
C  -6.530  -1.952  -1.296  -0.42
C  -7.541  -0.675  -1.196  -0.24
C  -8.600  -0.744  -2.416  -0.53
C  -9.882  0.238  -2.206  -0.65
C  -9.496  1.692  -1.595  -0.43
C  -9.520  1.754  0.025  -0.83
C  3.774  -0.146  -0.017  0.63
C  5.058  -0.845  -0.746  -0.84
C  5.014  -0.751  -2.365  -0.62
O  6.370  -0.351  -2.806  -0.35
C  7.149  -1.543  -3.150  -0.18
C  8.659  -1.160  -3.640  -1.02
H  3.863  7.666  0.316  0.32
H  4.810  4.248  -2.819  -0.07
H  6.055  4.149  -1.371  0.37
H  3.406  2.635  -1.572  0.20
H  3.381  3.923  -0.154  0.27
H  5.919  1.898  -0.638  0.31
H  5.588  3.054  0.772  0.37
H  3.198  1.653  2.542  0.33
H  2.302  1.628  1.162  0.37
H  5.333  -1.724  1.861  0.36
H  2.603  -0.511  2.024  0.16
H  2.821  -2.926  0.004  0.17
H  3.007  -3.191  1.828  0.25
H  0.717  -3.174  2.060  0.01
H  0.639  -1.351  1.747  0.22
H  -0.104  -1.465  -0.536  0.24
H  0.684  -3.137  -0.888  0.31
H  -1.356  -3.468  1.477  0.24
H  -1.274  -4.299  -0.187  0.22
H  -2.469  -1.616  -0.829  0.30
H  -3.092  -2.046  0.884  0.18
H  -3.361  -4.650  -0.596  0.45
H  -3.985  -3.290  -1.731  0.20
H  -4.792  -3.733  1.438  0.31
H  -5.737  -4.392  -0.029  0.12
H  -5.242  -1.192  0.391  0.22
H  -6.771  -2.188  0.984  0.32
H  -5.706  -1.771  -2.084  0.25
H  -7.120  -2.905  -1.623  0.14
H  -8.041  -0.723  -0.151  0.11
H  -6.999  0.341  -1.269  0.23
H  -9.003  -1.824  -2.460  0.24
H  -8.014  -0.535  -3.390  0.27
H  -10.333  0.415  -3.269  0.30
H  -10.734  -0.285  -1.601  0.28
H  -10.308  2.441  -1.974  0.31
H  -8.496  2.090  -2.033  0.30
H  -10.154  2.634  0.449  0.29
H  -9.985  0.778  0.434  0.23
H  -8.417  1.787  0.385  0.18
H  2.937  0.096  -0.792  0.54
H  5.029  -1.973  -0.461  0.39
H  6.074  -0.448  -0.332  0.34
H  4.825  -1.799  -2.806  0.33
H  4.277  0.047  -2.745  0.27
H  7.227  -2.257  -2.244  0.23
H  6.639  -2.148  -4.000  0.29
H  9.365  -2.068  -3.512  0.31
H  9.116  -0.299  -3.020  0.28
H  8.685  -0.855  -4.764  0.25
C  -8.423  -7.255  2.101  -1.12
C  -9.112  -5.896  2.094  -0.41
C  -9.607  -5.479  0.709  -0.41
C  -8.506  -5.261  -0.235  0.31
N  -7.641  -5.097  -0.979  -0.55
H  -7.517  -7.248  1.489  0.32
H  -8.133  -7.524  3.120  0.33
H  -9.090  -8.035  1.721  0.30
H  -8.425  -5.142  2.493  0.28
H  -9.970  -5.938  2.773  0.32
H  -10.181  -4.551  0.803  0.25
H  -10.292  -6.235  0.313  0.32
C  2.512  12.296  -0.528  -1.26
C  2.633  10.797  -0.777  -0.32
C  1.920  10.338  -2.049  -0.34
C  0.466  10.512  -1.968  0.26
N  -0.676  10.655  -1.906  -0.43
H  1.472  12.593  -0.368  0.35
H  3.079  12.575  0.365  0.33
H  2.908  12.867  -1.373  0.33
H  2.243  10.255  0.091  0.27
H  3.695  10.544  -0.861  0.31
H  2.141  9.279  -2.216  0.20
H  2.312  10.883  -2.914  0.29
C  1.525  -5.418  4.649  -0.57
C  1.639  -6.910  4.364  -0.57
C  0.928  -7.335  3.078  -0.33
C  -0.526  -7.156  3.159  0.24
N  -1.667  -7.008  3.220  -0.47
H  0.486  -5.120  4.813  0.37
H  2.088  -5.163  5.548  0.36
H  1.926  -4.828  3.819  -0.13
H  1.244  -7.472  5.217  0.34
H  2.700  -7.168  4.277  0.33
H  1.144  -8.391  2.886  0.30
H  1.325  -6.771  2.228  0.22
C  1.963  4.511  -7.507  -1.17
C  3.182  3.856  -6.870  -0.58
C  3.342  4.194  -5.387  -0.15
C  3.616  5.618  -5.166  0.31
N  3.824  6.738  -4.994  -0.48
H  2.041  5.601  -7.493  0.34
H  1.870  4.198  -8.550  0.34
H  1.046  4.224  -6.984  0.30
H  4.080  4.151  -7.423  0.32
H  3.086  2.770  -6.972  0.35
H  4.170  3.606  -4.978  0.19
H  2.442  3.899  -4.838  0.28
C  4.368  0.260  5.168  -0.71
C  4.007  0.189  6.646  -0.64
C  4.264  -1.187  7.260  -0.57
C  3.397  -2.220  6.685  0.25
N  2.720  -3.034  6.228  -0.37
H  3.748  -0.416  4.572  0.09
H  4.211  1.274  4.791  0.28
H  5.417  -0.002  5.007  0.31
H  2.956  0.471  6.775  0.33
H  4.605  0.931  7.187  0.35
H  4.084  -1.133  8.339  0.32
H  5.314  -1.466  7.127  0.29

Calculated values
E_HOMO   -9.4123 eV
SMILES   C#CCCC[C@]1(N)C(=O)N[C@H](CCCCCCCCCCCCCC)[C@@H]1CCOCC.CCCC#N.CCCC#N.CCCC#N.CCCC#N.CCCC#N

=====

Entry from OMol25: a cluster of 2 separate species, C5H11FS in total (the ωB97M-V functional and the def2-TZVPD basis).

Each line ends with the Mulliken charge.
Geometry (Å):
C  1.747  -2.412  -0.836  -0.88
C  -0.807  1.978  1.420  -1.17
C  -2.554  0.556  0.094  -1.13
C  2.272  -1.051  -0.779  -0.90
C  -1.176  1.162  0.254  0.58
F  1.198  1.658  -0.909  -0.33
S  0.079  0.372  -0.630  0.13
H  1.095  -2.689  -0.065  0.32
H  2.650  -3.046  -0.751  0.32
H  1.272  -2.763  -1.744  0.32
H  0.150  2.441  1.344  0.35
H  -1.537  2.782  1.916  0.28
H  -0.701  1.426  2.358  0.29
H  -2.676  0.299  -0.956  0.36
H  -2.636  -0.575  0.513  0.25
H  -3.386  1.213  0.280  0.37
H  2.598  -0.578  -1.723  0.40
H  2.409  -0.775  0.216  0.45

Calculated values
E_HOMO (spin up / spin down)   -7.4586 / -7.4773 eV

=====

Entry from OMol25: a structure of composition C26H29KN6SbSe4 (the ωB97M-V functional and the def2-TZVPD basis).

Each line ends with the Mulliken charge.
Geometry (Å):
K  0.306  -0.231  -0.152  1.20
C  -2.011  1.314  -1.913  -1.14
N  -0.746  1.884  -1.468  1.18
C  0.075  2.290  -2.591  -1.46
C  -0.920  2.861  -0.417  0.17
C  -0.774  4.211  -0.688  -0.04
C  -0.899  5.181  0.302  -0.91
C  -1.184  4.762  1.591  -0.71
C  -1.345  3.420  1.888  -1.01
C  -1.224  2.406  0.914  -0.26
N  -1.285  1.064  1.153  0.48
C  -1.908  0.511  2.242  -0.38
C  -3.050  1.034  2.878  -0.60
C  -3.694  0.381  3.916  -0.70
C  -3.228  -0.833  4.392  -0.89
C  -2.100  -1.382  3.789  -0.27
C  -1.457  -0.757  2.734  -0.18
N  -0.303  -1.385  2.128  1.55
C  -0.327  -2.838  2.091  -1.53
C  0.968  -0.901  2.686  -0.98
H  -2.597  2.045  -2.493  0.26
H  -2.587  1.003  -1.042  0.21
H  -1.828  0.440  -2.547  0.38
H  -0.434  2.987  -3.277  0.36
H  0.353  1.404  -3.170  0.19
H  0.984  2.772  -2.232  0.47
H  -0.550  4.515  -1.703  0.35
H  -0.763  6.228  0.069  0.37
H  -1.265  5.486  2.394  0.37
H  -1.526  3.122  2.912  0.56
H  -3.452  1.974  2.521  0.53
H  -4.578  0.831  4.354  0.36
H  -3.719  -1.345  5.209  0.39
H  -1.707  -2.326  4.145  0.32
H  -0.067  -3.311  3.049  0.32
H  0.397  -3.197  1.353  0.20
H  -1.323  -3.177  1.805  0.50
H  1.110  -1.231  3.723  0.28
H  0.986  0.190  2.670  0.28
H  1.820  -1.290  2.110  0.17
N  1.262  -2.297  -3.513  -0.06
C  2.225  -1.362  -3.103  0.42
C  3.353  -1.170  -3.908  -0.81
C  4.295  -0.252  -3.492  -0.41
C  4.102  0.467  -2.316  -1.01
C  2.949  0.211  -1.603  0.15
N  2.045  -0.699  -1.980  0.15
C  -0.009  -2.600  -3.024  0.46
C  -0.823  -3.443  -3.801  -0.74
C  -2.079  -3.751  -3.332  -0.39
C  -2.522  -3.226  -2.118  -1.00
C  -1.649  -2.414  -1.427  -0.38
N  -0.419  -2.114  -1.866  0.13
H  1.473  -2.738  -4.391  0.14
H  3.485  -1.730  -4.826  0.37
H  5.185  -0.096  -4.089  0.39
H  4.820  1.185  -1.949  0.47
H  2.745  0.746  -0.674  -0.04
H  -0.470  -3.834  -4.746  0.36
H  -2.721  -4.398  -3.917  0.39
H  -3.505  -3.439  -1.725  0.46
H  -1.930  -1.975  -0.468  0.39
Se  3.925  0.399  5.764  -0.60
Sb  4.661  -0.522  3.726  0.83
Se  6.582  0.703  2.615  -0.38
Se  4.535  -2.805  3.098  -0.60
Se  4.333  1.043  1.741  -0.10

Calculated values
E_HOMO   -3.7178 eV
Net charge   -1

=====

Computed maximum force (eV/Å) in order:
9.67, 0.33, 7.07, 3.57, 0.72